ORCA calculation (wB97M-V/def2-TZVPD) on the molecule C5H4S.

Properties
E_LUMO: -1.402 eV
HOMO energy: -8.86 eV
Structure (SMILES): C#CC(=S)C=C
Gap between HOMO and LUMO: 7.459 eV
Energy relative to the best compared isomer or geometry (same formula, charge and spin): 2.541 eV

Structure (XYZ):
```
10
C5H4S | OMol25 | wB97M-V/def2-TZVPD
C 1.18 -1.66 -1.08
C 0.42 -0.75 -0.96
C -0.35 0.47 -0.89
S -0.97 0.99 -2.36
C -0.50 1.05 0.40
C -0.25 0.42 1.59
H 1.64 -2.72 -1.28
H -0.83 2.07 0.40
H -0.24 0.99 2.58
H -0.09 -0.86 1.61
```